No. 1
C22H29FeN8OS2Se | wB97M-V/def2-TZVPD

The value obtained for the frontier orbital gap (alpha / beta) is 7.81 / 7.73 eV. The value obtained for the relative energy (zero: lowest compared OMol25 entry of this formula, charge and spin) is 40.4 kJ/mol. The LUMO energy (alpha / beta) comes out at 0.5 / 0.5 eV. The calculation puts the molecular weight at 620.47 g/mol. Its net charge is 0. As for the spin multiplicity: 2.

Element x y z (Å)
Fe: -0.1038 0.1786 0.0739
C: 1.3899 1.2217 6.0061
C: 0.5541 0.0245 5.5734
N: -0.3523 0.3223 4.4782
C: 0.0780 0.4265 3.1889
S: -1.0225 1.1083 2.0424
N: 1.2847 0.0146 2.9191
N: 1.5850 0.1374 1.5790
C: 2.8347 0.0989 1.2994
C: 3.9365 -0.0613 2.2997
C: 3.1896 0.2861 -0.1245
C: 4.4929 0.1339 -0.5877
C: 4.7630 0.3991 -1.9195
C: 3.7329 0.8313 -2.7363
C: 2.4659 0.9464 -2.1878
N: 2.1889 0.6624 -0.9208
H: 2.0661 0.9503 6.8189
H: 0.7536 2.0375 6.3538
H: 1.9857 1.5839 5.1683
H: -0.0468 -0.3483 6.4052
H: 1.2026 -0.7878 5.2490
H: -1.1955 0.8298 4.6864
H: 3.5311 -0.0800 3.3046
H: 4.6498 0.7603 2.2071
H: 4.4836 -0.9909 2.1249
H: 5.2782 -0.1822 0.0829
H: 5.7657 0.2812 -2.3095
H: 3.8948 1.0730 -3.7774
H: 1.6328 1.2906 -2.7889
N: -1.8505 -2.8746 2.0313
C: -1.5266 -1.8884 1.1837
O: -0.3374 -1.5809 1.0230
C: -2.6083 -1.2198 0.3910
C: -2.0711 0.0066 -0.3425
H: -1.1206 -3.2945 2.5814
H: -2.8089 -3.1145 2.2041
H: -3.4546 -0.9843 1.0407
H: -2.9591 -1.9791 -0.3147
H: -2.5018 0.9279 0.0385
H: -2.2544 -0.0570 -1.4099
C: -1.9666 4.6295 -2.2202
N: -1.6337 3.3834 -2.8834
C: -1.9939 3.0099 -4.1688
C: -1.5034 1.7702 -4.3726
N: -0.8437 1.4062 -3.2188
C: -0.9299 2.3868 -2.2998
S: -0.2670 2.4256 -0.7397
H: -2.4866 5.2678 -2.9297
H: -1.0589 5.1223 -1.8769
H: -2.6020 4.4341 -1.3576
H: -2.5615 3.6599 -4.8092
H: -1.5675 1.1244 -5.2292
H: -0.3767 0.5072 -3.0072
Se: 0.3052 -1.2893 -1.9584
C: -1.1380 -2.5298 -2.1053
C: -2.2369 -2.3395 -2.9379
C: -3.2457 -3.2913 -2.9711
N: -3.2395 -4.4100 -2.2502
C: -2.1749 -4.6027 -1.4695
C: -1.1202 -3.7117 -1.3646
H: -2.3189 -1.4571 -3.5606
H: -4.1092 -3.1398 -3.6113
H: -2.1658 -5.5208 -0.8909
H: -0.2904 -3.9248 -0.7031

---

No. 2
C22H29I2N2O3P2Pd | wB97M-V/def2-TZVPD

The value obtained for the frontier orbital gap (alpha / beta) is 6.15 / 2.73 eV. The value obtained for the relative energy (zero: lowest compared OMol25 entry of this formula, charge and spin) is 161.6 kJ/mol. The LUMO energy (alpha / beta) comes out at -10.0 / -13.4 eV. The calculation puts the molecular weight at 791.66 g/mol. Its net charge is +3. As for the spin multiplicity: 5.

Element x y z (Å)
I: -1.6440 -0.4823 -2.8999
I: 2.4209 -0.6956 -1.9618
Pd: 0.2939 -0.0762 -0.2451
P: 0.1309 2.2017 -0.7464
C: 1.7298 2.9329 -0.3100
C: -0.1131 2.5874 -2.4877
H: -0.2910 3.6702 -2.6007
H: -1.2624 4.1195 -0.6001
H: -1.0061 2.0224 -2.8163
H: -1.9772 2.6399 0.2403
H: 2.4847 2.3767 -0.8732
H: 0.7708 2.1783 -2.9825
C: -1.0945 3.2676 0.0646
H: 1.7001 3.9870 -0.6021
H: -0.6576 3.5860 1.0125
H: 1.8901 2.8337 0.7680
P: -0.4297 -2.2432 0.3066
C: 0.9466 -3.1205 1.1061
C: -1.8409 -2.4345 1.4385
H: -1.6346 -2.7570 -1.6077
H: -1.3295 -4.3392 -0.7687
H: 0.0213 -3.4088 -1.6351
C: -0.8969 -3.3591 -1.0444
H: -2.6412 -1.7488 1.1416
H: -2.1744 -3.4744 1.3674
H: 0.5353 -4.0812 1.4240
H: 1.3168 -2.5225 1.9437
H: -1.4818 -2.2182 2.4493
H: 1.7403 -3.2784 0.3721
C: 2.0478 -0.1216 0.9350
O: 3.2055 -0.2352 0.9950
O: 1.5903 -0.3237 2.8479
C: 0.4667 0.2150 3.0164
N: -0.0388 0.6483 4.2261
C: -1.3778 1.1734 4.0698
C: -1.5502 0.9625 2.5354
O: -2.5877 1.1922 1.9039
N: -0.4327 0.3950 2.0197
C: -2.3423 0.3993 4.9644
C: -3.3736 -0.3681 4.4064
C: -4.1415 -1.2064 5.2293
C: -3.8797 -1.2668 6.5993
C: -2.8464 -0.5180 7.1661
C: -2.0708 0.3093 6.3506
C: -1.3566 2.6450 4.4803
C: -2.3259 3.2441 5.3089
C: -2.2020 4.6066 5.6204
C: -1.1439 5.3381 5.0948
C: -0.1854 4.7620 4.2695
C: -0.2854 3.4004 3.9695
H: 0.4499 0.4866 5.0867
H: -3.5861 -0.3614 3.3249
H: -4.9432 -1.8390 4.8209
H: -4.4835 -1.9361 7.2056
H: -2.6266 -0.6102 8.2383
H: -1.2301 0.8307 6.8299
H: -3.2012 2.6735 5.6753
H: -2.9636 5.1156 6.2198
H: -1.1116 6.3986 5.2838
H: 0.5924 5.3871 3.8164
H: 0.4524 2.9291 3.3026

---

No. 3
C22H29IN2O5 | wB97M-V/def2-TZVPD

The value obtained for the frontier orbital gap is 6.88 eV. As for the SMILES: C=CCc1cc(-c2ccncc2)c2c(c1C[C@H](C)I)C(=O)NC2=O.CO.CO.CO. The LUMO energy comes out at -0.8 eV. The calculation puts the molecular weight at 528.39 g/mol. Its net charge is 0.

Element x y z (Å)
C: 3.4160 1.6135 -0.3245
C: 2.9870 2.0357 0.9616
C: 1.4730 2.4099 1.2710
C: 0.5174 1.4624 0.5013
C: 0.7753 0.0119 0.6121
C: -0.0150 -0.9891 -0.0905
C: 0.2274 -2.4911 -0.0206
C: 0.2074 -3.3872 -1.1850
C: 0.3888 -4.8215 -1.1477
N: 0.6141 -5.4703 0.0285
C: 0.6801 -4.6761 1.1113
C: 0.5032 -3.2095 1.2436
C: -1.1001 -0.5001 -0.9239
C: -1.3657 0.9450 -1.0340
C: -0.5886 1.9640 -0.3424
C: -0.9039 3.4780 -0.5335
C: -2.4215 3.8749 -0.3300
C: -2.8466 4.7050 -1.6242
I: -2.7452 5.2634 1.3466
C: -2.5611 1.0277 -2.0287
O: -3.4606 1.8048 -2.1592
N: -2.3988 -0.1842 -2.8301
C: -2.1302 -1.2235 -1.8411
O: -2.6140 -2.3110 -1.7481
H: 3.5997 0.5256 -0.4966
H: 3.6169 2.3400 -1.1496
H: 3.7581 2.1475 1.7650
H: 1.3159 2.3075 2.3793
H: 1.3651 3.4931 1.0139
H: 1.6243 -0.3033 1.2550
H: 0.0070 -2.9236 -2.1831
H: 0.3472 -5.4436 -2.0748
H: 0.8999 -5.2114 2.0722
H: 0.5767 -2.6568 2.2101
H: -0.5203 3.8442 -1.5251
H: -0.3201 4.0481 0.2418
H: -3.0961 3.0127 -0.1370
H: -2.5979 4.0720 -2.5099
H: -2.1360 5.5785 -1.6620
H: -3.9150 5.0232 -1.5780
H: -3.3829 -0.4108 -3.0661
C: 3.8511 -3.9981 3.0500
O: 3.8047 -2.5751 3.0906
H: 3.5001 -4.3879 4.0042
H: 3.1999 -4.3529 2.2481
H: 4.8817 -4.3208 2.8836
H: 4.1193 -2.2552 2.2382
C: -2.7644 -5.1571 -4.3656
O: -2.5769 -4.0364 -5.2203
H: -2.9647 -6.0339 -4.9793
H: -1.8605 -5.3278 -3.7749
H: -3.6139 -4.9781 -3.7023
H: -2.4019 -3.2749 -4.6562
C: 1.0547 5.1058 4.5656
O: 0.7721 4.6224 3.2576
H: 2.1303 5.2461 4.6596
H: 0.5517 6.0626 4.7260
H: 0.7197 4.3806 5.3115
H: -0.1835 4.5055 3.1959

---

No. 4
C22H29N3O3S | wB97M-V/def2-TZVPD

The value obtained for the frontier orbital gap is 9.37 eV. The value obtained for the relative energy (zero: lowest compared OMol25 entry of this formula, charge and spin) is 46.9 kJ/mol. As for the SMILES: CC[C@@H](C)[C@H](NC(=O)[C@@H]1CS[C@H]2c3ccccc3C(=O)N12)C(=O)N1CCCCC1. The LUMO energy comes out at 0.4 eV. The calculation puts the molecular weight at 415.56 g/mol. Its net charge is 0.

Element x y z (Å)
C: 2.8013 -3.4532 -1.4040
C: 3.0763 -1.9938 -1.0609
C: 2.0683 -1.3766 -0.0810
C: 2.6944 -0.1686 0.6179
C: 0.7725 -0.9486 -0.7913
N: -0.0949 -0.2374 0.1300
C: -0.7854 0.8476 -0.2229
O: -0.7316 1.3911 -1.3102
C: -1.6399 1.3917 0.9430
C: -2.5483 2.5383 0.5039
S: -2.6025 3.7399 1.8753
C: -0.8363 3.3250 2.2119
C: -0.3458 3.4638 3.6118
C: -0.1822 4.5825 4.4011
C: 0.3169 4.4058 5.6848
C: 0.6506 3.1454 6.1611
C: 0.4907 2.0198 5.3683
C: -0.0101 2.1933 4.0907
C: -0.3352 1.1942 3.0532
O: -0.2558 -0.0173 3.0770
N: -0.7655 1.9141 1.9725
C: -0.0533 -2.1587 -1.2557
O: -0.5133 -2.9144 -0.4166
N: -0.2861 -2.3313 -2.5727
C: 0.1056 -1.4687 -3.6633
C: -1.0440 -0.5066 -4.0008
C: -2.3836 -1.1963 -3.7130
C: -2.2690 -2.6964 -3.9741
C: -1.2798 -3.3144 -2.9759
H: 1.8521 -3.5726 -1.9162
H: 2.7733 -4.0538 -0.4980
H: 3.5887 -3.8396 -2.0481
H: 3.1073 -1.3976 -1.9767
H: 4.0678 -1.9356 -0.6058
H: 1.8003 -2.1238 0.6732
H: 2.9241 0.6123 -0.1051
H: 3.6162 -0.4605 1.1152
H: 2.0239 0.2405 1.3688
H: 0.9919 -0.2478 -1.5977
H: -0.2246 -0.6489 1.0496
H: -2.2119 0.5571 1.3702
H: -2.1296 3.0264 -0.3791
H: -3.5628 2.2117 0.2929
H: -0.2404 3.8946 1.4879
H: -0.4481 5.5624 4.0358
H: 0.4448 5.2660 6.3247
H: 1.0373 3.0421 7.1638
H: 0.7433 1.0333 5.7241
H: 1.0213 -0.9279 -3.4339
H: 0.3190 -2.1197 -4.5177
H: -0.9759 -0.2222 -5.0516
H: -0.9650 0.3960 -3.3948
H: -2.6561 -1.0416 -2.6668
H: -3.1703 -0.7604 -4.3289
H: -1.9326 -2.8582 -5.0000
H: -3.2403 -3.1793 -3.8644
H: -1.7904 -3.6384 -2.0666
H: -0.7773 -4.1845 -3.4152

---

What did the third record say?
C22H29IN2O5 | wB97M-V/def2-TZVPD

The value obtained for the frontier orbital gap is 6.88 eV. As for the SMILES: C=CCc1cc(-c2ccncc2)c2c(c1C[C@H](C)I)C(=O)NC2=O.CO.CO.CO. The LUMO energy comes out at -0.8 eV. The calculation puts the molecular weight at 528.39 g/mol. Its net charge is 0.

Element x y z (Å)
C: 3.4160 1.6135 -0.3245
C: 2.9870 2.0357 0.9616
C: 1.4730 2.4099 1.2710
C: 0.5174 1.4624 0.5013
C: 0.7753 0.0119 0.6121
C: -0.0150 -0.9891 -0.0905
C: 0.2274 -2.4911 -0.0206
C: 0.2074 -3.3872 -1.1850
C: 0.3888 -4.8215 -1.1477
N: 0.6141 -5.4703 0.0285
C: 0.6801 -4.6761 1.1113
C: 0.5032 -3.2095 1.2436
C: -1.1001 -0.5001 -0.9239
C: -1.3657 0.9450 -1.0340
C: -0.5886 1.9640 -0.3424
C: -0.9039 3.4780 -0.5335
C: -2.4215 3.8749 -0.3300
C: -2.8466 4.7050 -1.6242
I: -2.7452 5.2634 1.3466
C: -2.5611 1.0277 -2.0287
O: -3.4606 1.8048 -2.1592
N: -2.3988 -0.1842 -2.8301
C: -2.1302 -1.2235 -1.8411
O: -2.6140 -2.3110 -1.7481
H: 3.5997 0.5256 -0.4966
H: 3.6169 2.3400 -1.1496
H: 3.7581 2.1475 1.7650
H: 1.3159 2.3075 2.3793
H: 1.3651 3.4931 1.0139
H: 1.6243 -0.3033 1.2550
H: 0.0070 -2.9236 -2.1831
H: 0.3472 -5.4436 -2.0748
H: 0.8999 -5.2114 2.0722
H: 0.5767 -2.6568 2.2101
H: -0.5203 3.8442 -1.5251
H: -0.3201 4.0481 0.2418
H: -3.0961 3.0127 -0.1370
H: -2.5979 4.0720 -2.5099
H: -2.1360 5.5785 -1.6620
H: -3.9150 5.0232 -1.5780
H: -3.3829 -0.4108 -3.0661
C: 3.8511 -3.9981 3.0500
O: 3.8047 -2.5751 3.0906
H: 3.5001 -4.3879 4.0042
H: 3.1999 -4.3529 2.2481
H: 4.8817 -4.3208 2.8836
H: 4.1193 -2.2552 2.2382
C: -2.7644 -5.1571 -4.3656
O: -2.5769 -4.0364 -5.2203
H: -2.9647 -6.0339 -4.9793
H: -1.8605 -5.3278 -3.7749
H: -3.6139 -4.9781 -3.7023
H: -2.4019 -3.2749 -4.6562
C: 1.0547 5.1058 4.5656
O: 0.7721 4.6224 3.2576
H: 2.1303 5.2461 4.6596
H: 0.5517 6.0626 4.7260
H: 0.7197 4.3806 5.3115
H: -0.1835 4.5055 3.1959